Entry 1:
Computed, not measured: a structure of composition C35H39F5N3OS2SbSi2TaTe2 at a distorted geometry, with ωB97M-V/def2-TZVPD.

Net charge   -1
Energy   -117143.202 eV

Last column: Löwdin charge in e.
CARTESIAN COORDINATES (ANGSTROEM)
Ta -1.27188 0.18863 1.11166  0.948
C -5.08889 1.23556 3.26569  -0.170
Si -3.24937 1.63356 3.24433  0.314
C -2.66081 1.91476 5.00718  -0.172
C -3.02603 3.27802 2.30695  -0.238
C -3.70133 4.27579 3.02196  -0.126
C -3.81856 5.58157 2.57094  -0.102
C -3.24291 5.92082 1.36060  -0.100
C -2.54975 4.95351 0.64850  -0.118
C -2.41202 3.63263 1.08643  -0.271
Si -1.39997 2.54963 -0.13336  0.373
C 0.11897 3.58433 -0.61365  -0.250
C -2.32975 2.53239 -1.78972  -0.212
H -5.63558 2.04222 3.75877  0.029
H -5.28513 0.30907 3.81170  0.026
H -5.50913 1.13499 2.26103  0.025
H -3.41862 2.39832 5.62787  0.023
H -1.76661 2.53766 5.01157  0.011
H -2.41274 0.95315 5.45865  0.031
H -4.16248 4.03186 3.97488  0.085
H -4.35732 6.31565 3.15812  0.094
H -3.32602 6.92884 0.97128  0.094
H -2.09871 5.24994 -0.29191  0.080
H -0.18078 4.58650 -0.93148  0.017
H 0.60587 3.12168 -1.47520  0.004
H 0.85128 3.68242 0.18630  -0.007
H -2.53413 3.56156 -2.09927  0.022
H -3.27736 1.99668 -1.74462  0.018
H -1.70502 2.07744 -2.56103  0.000
S -2.19848 -1.14335 -1.07636  0.520
C -1.46829 -2.71100 -1.09325  -1.064
N -0.47305 -3.09816 -0.35613  0.002
C -0.19108 -4.43716 -0.56529  -0.316
C 0.79726 -5.15412 0.10699  -0.024
C 0.97647 -6.48864 -0.19814  -0.094
C 0.18404 -7.11637 -1.16345  -0.104
C -0.80557 -6.41931 -1.83241  -0.097
C -0.99027 -5.07688 -1.52393  -0.469
S -2.14626 -3.93890 -2.14427  1.033
H 1.41472 -4.64823 0.83789  0.111
H 1.74264 -7.05694 0.31338  0.098
H 0.34037 -8.16408 -1.38477  0.096
H -1.42056 -6.90769 -2.57674  0.103
N 1.49568 -1.44462 2.14964  -0.094
N 0.07671 -1.47288 2.02010  -0.277
H 1.80157 -2.24377 2.69750  0.085
H 1.71071 -0.58274 2.66231  -0.068
H -0.40522 -1.60215 2.90639  0.085
H -0.15215 -2.24617 1.38631  0.028
Te 0.43832 1.63209 2.54201  0.433
C 1.38094 -0.07711 -5.56781  -0.100
C 0.18923 0.02522 -4.87051  -0.086
C 0.19525 0.05379 -3.47886  -0.138
C 1.38462 -0.02101 -2.76402  -0.365
C 2.57796 -0.12289 -3.48209  -0.152
C 2.58019 -0.14884 -4.86731  -0.089
Sb 1.41474 -0.06200 -0.59898  1.468
C 2.87810 1.50815 -0.45902  -0.367
C 3.58406 1.68404 0.73017  -0.196
C 4.57100 2.65173 0.84575  -0.088
C 4.85974 3.48049 -0.22815  -0.099
C 4.15782 3.32715 -1.41347  -0.088
C 3.18254 2.34554 -1.52722  -0.145
C 2.87321 -1.64941 -0.66387  -0.360
C 2.70099 -2.68745 -1.57430  -0.149
C 3.63910 -3.70492 -1.68852  -0.094
C 4.77554 -3.69531 -0.89403  -0.105
C 4.96276 -2.66228 0.01438  -0.096
C 4.01664 -1.65203 0.12841  -0.130
H 1.38078 -0.10155 -6.65061  0.095
H -0.75350 0.08348 -5.40051  0.101
H -0.74713 0.13374 -2.95346  0.025
H 3.52410 -0.18506 -2.95587  0.105
H 3.51901 -0.22794 -5.40203  0.098
H 3.33593 1.08938 1.60057  0.039
H 5.10163 2.76688 1.78246  0.100
H 5.61800 4.24827 -0.13747  0.095
H 4.35930 3.97705 -2.25610  0.098
H 2.65022 2.25212 -2.46480  0.088
H 1.83093 -2.70487 -2.22181  0.099
H 3.47199 -4.50624 -2.39775  0.102
H 5.51353 -4.48274 -0.98521  0.094
H 5.84913 -2.63762 0.63668  0.096
H 4.18988 -0.85722 0.84325  0.079
F -2.24483 -2.08586 1.78195  -0.572
Te -4.12340 -1.50620 1.38390  1.945
F -3.06234 0.94862 0.51050  -0.656
F -6.05253 -1.53018 1.13689  -0.538
F -4.22159 -3.26764 0.76383  -0.447
F -4.47548 -2.15252 3.10542  -0.428
O -2.47087 0.26513 2.72773  -0.657

***

Entry 2:
Computed, not measured: the molecule C4H7N3 at a distorted geometry, with ωB97M-V/def2-TZVPD.

Energy above the lowest of the compared OMol25 structures with the same formula, charge and spin   77.99 kcal per mole
Energy   -8728.298 eV

Last column: Löwdin charge in e.
CARTESIAN COORDINATES (ANGSTROEM)
C -0.58588 -0.20938 0.00749  -0.265
C 1.56148 -0.96871 0.24180  -0.263
C 2.39844 0.17379 -0.11717  -0.134
C 3.16971 1.11342 -0.28532  0.105
H -3.33384 1.26617 -0.50117  0.084
H -3.47820 0.17334 0.66448  0.063
H -2.23633 -0.86464 -1.03792  0.127
H -0.28126 0.59656 0.73249  0.147
H 2.07287 -1.94354 0.04287  0.121
H 1.28789 -0.88555 1.28534  0.098
H 3.84907 1.93473 -0.26635  0.017
N -2.79379 0.72601 0.18644  -0.004
N -1.88096 -0.09277 -0.49334  -0.100
N 0.25079 -1.01943 -0.45963  0.004

***

Number 1: E_HOMO -4.13 eV, frontier orbital gap 6.30 eV. Number 2: E_HOMO -9.00 eV, frontier orbital gap 10.05 eV.